62
Properties=species:S:1:pos:R:3 method="wB97M-V/def2-TZVPD" orbital_gap_ha=0.28507 e_above_lowest_kcal_mol=614.37 total_charge=0 e_tot_ev=-36553.0785
C -5.16 -3.51 -1.63
O -4.52 -4.64 -2.42
C -3.28 -5.12 -1.83
C -2.03 -4.03 -2.12
N -1.84 -3.03 -1.24
C -1.27 -3.03 0.02
O -0.66 -3.91 0.21
C -1.29 -2.04 1.07
C -0.17 -1.68 1.85
C -0.32 -0.62 2.65
C -1.51 0.14 3.08
C -2.49 -0.22 2.26
C -2.46 -1.30 1.04
H -3.52 -1.52 0.74
H -3.42 0.26 2.27
H -1.58 1.06 3.58
O 0.76 -0.28 3.32
C 1.67 0.76 2.97
C 1.05 1.93 2.99
C 2.08 3.16 2.54
N 2.95 2.71 1.28
C 3.30 1.56 1.41
C 2.26 0.34 1.77
H 1.44 0.43 0.96
H 2.96 -0.84 1.89
H 3.76 1.08 0.33
H 4.20 1.39 1.87
C 2.36 3.21 0.17
C 2.78 4.90 -0.09
H 3.79 4.88 0.15
H 2.24 5.32 0.71
H 2.80 5.09 -1.09
H 2.87 2.72 -0.74
C 0.93 3.22 -0.39
O 0.43 1.92 -0.50
C 0.58 1.16 -1.41
C 0.38 -0.27 -1.60
C 0.27 -0.76 -2.70
C 1.09 -0.39 -3.78
C 1.47 1.04 -3.68
C 1.14 1.78 -2.82
H 1.51 3.00 -2.66
H 2.03 1.44 -4.71
H 1.32 -0.94 -4.82
H 0.28 -1.94 -2.60
H -0.29 -0.64 -0.82
H 0.58 3.79 -1.29
H 0.22 3.55 0.38
H 1.78 3.97 2.48
H 2.95 3.24 3.39
H 0.30 1.98 2.21
H 0.68 2.30 3.91
H 2.43 0.46 3.80
H 0.53 -2.21 1.59
H -2.63 -2.10 -1.32
H -1.30 -4.46 -1.93
H -2.02 -3.53 -3.11
H -2.97 -5.78 -2.42
H -3.31 -5.25 -0.73
H -4.93 -2.46 -1.85
H -6.06 -3.60 -2.01
H -5.11 -3.73 -0.56



63
Properties=species:S:1:pos:R:3 method="wB97M-V/def2-TZVPD" orbital_gap_ha=0.29192 e_above_lowest_kcal_mol=0.00 total_charge=0 smiles="Cc1cc(N2CCOCC2)nc2ccc(NC(=O)CCC(=O)N3CCC[C@@H](C)C3)cc12" e_tot_ev=-37512.4580
C 1.18 -3.16 -0.33
C 1.73 -1.77 -0.24
C 2.99 -1.54 0.21
C 3.50 -0.21 0.30
N 4.74 0.05 0.81
C 5.86 -0.86 0.69
C 6.66 -0.54 -0.57
O 7.11 0.80 -0.56
C 6.03 1.70 -0.45
C 5.21 1.43 0.81
N 2.76 0.83 -0.02
C 1.50 0.64 -0.46
C 0.73 1.77 -0.80
C -0.55 1.63 -1.25
C -1.13 0.35 -1.39
N -2.46 0.30 -1.82
C -3.29 -0.77 -1.86
O -2.97 -1.92 -1.62
C -4.73 -0.39 -2.20
C -5.47 -0.06 -0.89
C -4.70 1.00 -0.11
O -4.60 2.13 -0.57
N -4.15 0.68 1.08
C -3.55 1.74 1.88
C -2.05 1.50 2.07
C -1.82 0.12 2.69
C -2.49 -0.95 1.84
C -2.31 -2.34 2.45
C -3.98 -0.63 1.67
C -0.39 -0.77 -1.09
C 0.92 -0.65 -0.61
H 1.91 -3.88 0.03
H 0.27 -3.25 0.27
H 0.92 -3.40 -1.36
H 3.60 -2.37 0.52
H 5.52 -1.90 0.66
H 6.50 -0.72 1.57
H 7.55 -1.16 -0.64
H 6.03 -0.71 -1.46
H 6.47 2.70 -0.42
H 5.37 1.61 -1.33
H 4.34 2.08 0.85
H 5.83 1.57 1.70
H 1.18 2.74 -0.69
H -1.14 2.50 -1.50
H -2.88 1.21 -1.97
H -5.21 -1.22 -2.69
H -4.74 0.48 -2.85
H -6.44 0.38 -1.14
H -5.64 -0.97 -0.32
H -4.05 1.76 2.85
H -3.73 2.68 1.36
H -1.64 2.28 2.71
H -1.55 1.55 1.11
H -2.24 0.10 3.70
H -0.75 -0.07 2.77
H -2.02 -0.95 0.85
H -1.26 -2.56 2.59
H -2.74 -3.10 1.79
H -2.81 -2.40 3.41
H -4.47 -0.64 2.65
H -4.43 -1.40 1.05
H -0.83 -1.75 -1.22



64
Properties=species:S:1:pos:R:3 method="wB97M-V/def2-TZVPD" orbital_gap_ha=0.31981 e_above_lowest_kcal_mol=71.12 total_charge=0 smiles="CC/C=C/C(=O)N1C[C@@]2(CC(c3cccc(NC(=O)CCCCC)c3)=NO2)C[C@H]1C(N)=O" e_tot_ev=-39558.2282
C -7.52 -3.17 -0.45
C -7.89 -2.47 0.85
C -7.07 -1.28 1.19
C -6.07 -0.76 0.48
C -5.36 0.43 0.98
O -5.58 0.93 2.07
N -4.38 0.94 0.18
C -3.65 2.12 0.62
C -2.59 2.36 -0.47
C -1.20 1.81 -0.15
C -0.37 3.07 -0.24
C 1.07 3.14 -0.04
C 1.72 4.37 -0.08
C 3.09 4.43 0.11
C 3.83 3.28 0.33
C 3.18 2.05 0.37
N 3.86 0.85 0.59
C 5.20 0.63 0.79
O 6.04 1.50 0.84
C 5.53 -0.84 0.93
C 5.56 -1.50 -0.45
C 5.77 -3.02 -0.38
C 7.08 -3.46 0.26
C 8.31 -2.95 -0.48
C 1.81 1.98 0.19
N -1.08 4.10 -0.51
O -2.39 3.78 -0.65
C -3.25 1.74 -1.71
C -3.96 0.52 -1.14
C -3.00 -0.69 -1.12
N -2.87 -1.31 0.07
O -2.39 -1.02 -2.11
H -6.49 -3.52 -0.42
H -7.63 -2.49 -1.29
H -8.17 -4.02 -0.61
H -7.81 -3.18 1.68
H -8.94 -2.16 0.82
H -7.32 -0.79 2.12
H -5.75 -1.20 -0.45
H -4.32 2.99 0.68
H -3.23 1.97 1.61
H -1.14 1.37 0.85
H -0.88 1.07 -0.88
H 1.13 5.26 -0.26
H 3.59 5.39 0.08
H 4.89 3.33 0.48
H 3.27 0.03 0.57
H 4.80 -1.34 1.57
H 6.51 -0.92 1.40
H 4.61 -1.31 -0.97
H 6.35 -1.05 -1.05
H 4.94 -3.46 0.18
H 5.73 -3.41 -1.40
H 7.12 -3.13 1.30
H 7.10 -4.55 0.27
H 8.39 -1.87 -0.41
H 9.21 -3.38 -0.05
H 8.27 -3.22 -1.53
H 1.32 1.02 0.21
H -3.96 2.46 -2.12
H -2.53 1.47 -2.48
H -4.82 0.24 -1.77
H -3.41 -1.04 0.87
H -2.29 -2.13 0.12



66
Properties=species:S:1:pos:R:3 method="wB97M-V/def2-TZVPD" orbital_gap_ha=0.33660 e_above_lowest_kcal_mol=20.08 total_charge=0 smiles="COCCN(C(=O)COC(=O)CC1CCCCC1)c1c(N)n(Cc2ccccc2)c(=O)[nH]c1=O" e_tot_ev=-43655.4591
C 4.65 3.75 -0.45
O 3.79 3.21 -1.42
C 4.41 2.21 -2.21
C 3.35 1.54 -3.08
N 2.54 0.59 -2.33
C 2.59 -0.71 -2.67
O 3.23 -1.12 -3.62
C 1.68 -1.71 -1.95
O 1.40 -1.52 -0.57
C 0.18 -1.11 -0.23
O -0.67 -0.80 -1.03
C 0.00 -1.12 1.27
C -1.14 -2.07 1.66
C -0.76 -3.52 1.35
C -1.90 -4.47 1.74
C -2.24 -4.31 3.22
C -2.62 -2.86 3.52
C -1.48 -1.92 3.14
C 1.86 1.13 -1.21
C 0.60 1.66 -1.36
N -0.05 1.63 -2.56
N -0.03 2.30 -0.32
C -1.33 2.94 -0.50
C -2.46 1.94 -0.45
C -3.24 1.66 -1.56
C -4.25 0.72 -1.49
C -4.49 0.05 -0.30
C -3.73 0.34 0.82
C -2.72 1.28 0.75
C 0.56 2.40 0.93
O 0.01 2.95 1.86
N 1.79 1.82 1.05
C 2.54 1.18 0.06
O 3.62 0.71 0.33
H 5.52 4.23 -0.92
H 4.07 4.50 0.09
H 5.00 2.98 0.24
H 4.89 1.46 -1.56
H 5.18 2.66 -2.85
H 3.83 0.98 -3.88
H 2.70 2.32 -3.49
H 0.73 -1.74 -2.50
H 2.17 -2.69 -2.04
H 0.94 -1.41 1.74
H -0.27 -0.11 1.58
H -2.02 -1.80 1.06
H -0.54 -3.63 0.29
H 0.14 -3.79 1.91
H -1.61 -5.50 1.53
H -2.78 -4.24 1.14
H -3.07 -4.97 3.48
H -1.38 -4.59 3.83
H -2.85 -2.75 4.58
H -3.52 -2.60 2.96
H -0.60 -2.16 3.74
H -1.77 -0.89 3.35
H -1.05 1.49 -2.51
H 0.40 1.05 -3.25
H -1.42 3.65 0.32
H -1.32 3.48 -1.45
H -3.08 2.20 -2.49
H -4.85 0.51 -2.36
H -5.28 -0.69 -0.25
H -3.94 -0.16 1.75
H -2.14 1.52 1.62
H 2.23 1.90 1.96



How do the records compare in highest occupied orbital energy? In the order shown, they have -7.305; -7.449; -8.394; -8.483 eV.